2 unconnected molecules or ions with the total composition CH4N2O3 in a non-equilibrium geometry. Source: OMol25; level of theory: the ωB97M-V functional and the def2-TZVPD basis.

The calculation puts the LUMO energy at -0.815 eV. As for the SMILES: [H]/N=C\[N+](=O)[O-].O.

Geometry as ORCA input:
```
! RIJCOSX wB97M-V def2-TZVPD def2/J DEFGRID3
* xyz 0 1
C -0.7061 0.1125 -0.1465
N -0.0662 -0.7703 0.4678
N -2.2024 0.1935 -0.0151
O -2.7655 1.1621 -0.4623
O -2.7227 -0.6518 0.6520
O 3.0755 -0.2064 -0.2729
H -0.4082 0.9322 -0.7045
H -0.8211 -1.4543 0.9168
H 2.6890 0.5939 -0.6520
H 3.9277 0.0887 0.2167
*
```

---

A gas-phase ion, C3H9N2 (charge +1) in a non-equilibrium geometry. Source: OMol25; level of theory: the ωB97M-V functional and the def2-TZVPD basis.

The calculation puts the LUMO energy at -3.784 eV. As for the SMILES: C/C(N)=C/[NH3+].

Geometry as ORCA input:
```
! RIJCOSX wB97M-V def2-TZVPD def2/J DEFGRID3
* xyz 1 1
C 0.5026 -1.4149 1.1502
C 0.3820 -0.2421 0.3439
C -0.8506 -0.1036 -0.4227
N -1.2743 1.0389 -1.1600
N 1.3999 0.7782 0.1754
H -0.6803 -1.4900 1.4046
H 1.0954 -1.1383 2.0364
H 0.8050 -2.4317 0.9084
H -1.5778 -0.8824 -0.3574
H -2.2458 1.4752 -1.0181
H -1.1094 0.9274 -2.1232
H -0.5046 1.8011 -0.9933
H 2.3526 0.5600 0.7342
H 1.7054 1.1223 -0.6784
*
```

---

12 unconnected molecules or ions with the total composition C36H76N4O24 in a non-equilibrium geometry. Source: OMol25; level of theory: the ωB97M-V functional and the def2-TZVPD basis.

The calculation puts the LUMO energy (spin up / spin down) at -4.769 / -9.406 eV.

Geometry as ORCA input:
```
! RIJCOSX wB97M-V def2-TZVPD def2/J DEFGRID3
* xyz 1 2
C 5.6251 -0.9440 1.6993
N 5.3766 -0.6523 0.2459
O 5.6732 0.4617 -0.1324
O 4.9319 -1.5372 -0.5242
H 4.6853 -1.0245 2.2456
H 6.2361 -0.1644 2.1544
H 6.2759 -1.8138 1.7890
C -3.8684 0.6487 -4.5324
N -3.9016 -0.8448 -4.2962
O -4.2808 -1.4960 -5.2626
O -3.6904 -1.3025 -3.1941
H -3.7677 1.2444 -3.6252
H -4.8085 0.9771 -4.9755
H -3.1448 0.7886 -5.3356
C -0.0579 2.0932 -5.6065
N 0.1395 2.4380 -7.0425
O -0.4649 1.8291 -7.9277
O 1.0683 3.2081 -7.1644
H -1.0419 1.6244 -5.5978
H -0.1059 3.0505 -5.0876
H 0.7635 1.4050 -5.4068
C -0.5746 3.2879 -1.2827
N -1.1581 3.6049 0.0117
O -2.3697 3.7298 0.1007
O -0.4234 3.5816 0.9597
H 0.5016 3.4573 -1.2494
H -0.9914 3.9833 -2.0113
H -0.7688 2.2806 -1.6511
O -3.4876 1.9451 3.6779
C -2.7283 1.2742 4.3794
O -1.6909 0.5220 3.9788
C -1.4950 0.1685 2.6022
C -0.0494 -0.3220 2.4966
C -2.7535 1.3849 5.8955
H -1.7647 1.0867 2.0804
H -2.2011 -0.6241 2.3547
H 0.3278 -0.9770 3.2819
H 0.6534 0.5101 2.5386
H 0.1739 -0.7286 1.5102
H -2.6487 0.3650 6.2656
H -3.7243 1.7646 6.2140
H -1.9889 2.0905 6.2204
O 3.4629 1.0222 4.7564
C 2.5209 1.8034 4.7786
O 2.5465 3.0083 4.0823
C 3.4630 3.1750 2.9857
C 2.9531 2.6017 1.6661
C 1.3153 1.7719 5.6685
H 4.5072 2.9670 3.2191
H 3.4615 4.2221 2.6832
H 2.0547 3.0555 1.2478
H 2.6171 1.5684 1.7522
H 3.6274 2.6131 0.8098
H 1.6599 2.1517 6.6304
H 0.8825 0.7731 5.6126
H 0.5619 2.4296 5.2351
O 3.2618 -2.4616 -4.6757
C 2.3659 -2.2078 -5.5310
O 1.0445 -2.5892 -5.5088
C 0.5077 -3.5138 -4.5689
C -0.9853 -3.6789 -4.7723
C 2.6758 -1.1519 -6.5586
H 0.8003 -3.1998 -3.5669
H 0.9202 -4.5203 -4.6396
H -1.2457 -4.6896 -4.4581
H -1.3171 -3.4256 -5.7792
H -1.6072 -3.0811 -4.1058
H 3.4057 -0.4564 -6.1443
H 1.7806 -0.6273 -6.8924
H 3.1111 -1.6290 -7.4367
O -3.3762 -4.4543 6.3974
C -2.1801 -4.4772 6.3901
O -1.4128 -3.6948 5.5839
C -1.9126 -2.8776 4.5005
C -2.1627 -3.7170 3.2431
C -1.3931 -5.2797 7.4541
H -1.2017 -2.0622 4.3670
H -2.8138 -2.3215 4.7586
H -1.2568 -4.3172 3.1581
H -2.0626 -3.0357 2.3981
H -3.1504 -4.1697 3.3304
H -0.3915 -5.4195 7.0475
H -1.9863 -6.1936 7.4853
H -1.2799 -4.8117 8.4320
O 0.4430 -0.2653 -3.3906
C 0.9047 -0.0573 -2.2854
O 0.2396 -0.2534 -1.1060
C -0.9424 -1.0650 -1.0746
C -0.6054 -2.5070 -0.8010
C 2.2767 0.4496 -2.0434
H -1.6058 -0.8741 -1.9181
H -1.4787 -0.7055 -0.1964
H -0.6917 -3.1506 -1.6764
H -1.3423 -2.9203 -0.1123
H 0.3915 -2.7999 -0.4719
H 3.0186 0.4958 -2.8406
H 2.7144 -0.1902 -1.2771
H 2.2242 1.4083 -1.5274
O 0.2556 5.4874 -3.8778
C 1.2182 5.6134 -4.6682
O 2.5010 5.3093 -4.4127
C 2.9186 4.6749 -3.2146
C 3.3018 3.1853 -3.5898
C 1.0436 6.3470 -5.9172
H 2.3496 4.9596 -2.3296
H 3.8418 5.2532 -3.1774
H 4.1794 3.0694 -4.2258
H 2.5186 2.5317 -3.9739
H 3.7087 2.6849 -2.7110
H 1.9873 6.7759 -6.2544
H 0.2769 7.0970 -5.7227
H 0.6967 5.5980 -6.6291
O 3.8176 -3.2457 3.2058
C 2.7607 -3.7552 2.9612
O 1.9846 -4.3419 3.9601
C 2.3609 -4.2384 5.3487
C 2.0392 -2.9634 6.0345
C 2.0517 -3.8626 1.6303
H 3.3956 -4.5102 5.5575
H 1.8200 -5.0655 5.8086
H 2.5813 -2.1142 5.6186
H 2.3734 -3.0638 7.0672
H 0.9673 -2.7717 5.9855
H 2.6858 -3.5954 0.7850
H 1.1975 -3.1917 1.7210
H 1.7694 -4.8991 1.4454
O -4.1990 0.1056 0.7102
C -5.0695 -0.0191 -0.1964
O -5.3229 0.8162 -1.1820
C -4.6624 2.0490 -1.3222
C -5.5108 3.0491 -0.5057
C -5.8098 -1.3302 -0.2229
H -4.5244 2.3839 -2.3503
H -3.6849 2.0204 -0.8406
H -6.5235 3.1477 -0.8964
H -4.9910 4.0070 -0.4874
H -5.7220 2.7581 0.5233
H -6.8222 -1.0327 -0.4961
H -5.9888 -1.8778 0.7024
H -5.5701 -2.0845 -0.9724
*
```

---

A molecular structure, C14H15BrN4O2RuS3 in a non-equilibrium geometry. Source: OMol25; level of theory: the ωB97M-V functional and the def2-TZVPD basis.

The calculation puts the LUMO energy (spin up / spin down) at -9.600 / -9.540 eV.

Geometry as ORCA input:
```
! RIJCOSX wB97M-V def2-TZVPD def2/J DEFGRID3
* xyz 2 1
Ru 0.4845 0.3319 0.2770
C -1.3748 -2.7641 0.4293
C -2.3554 -1.6528 0.1335
S -1.8583 -0.0727 0.8176
C -1.8480 -0.4643 2.6070
C -0.6687 0.1700 3.3138
S 0.9142 -0.2208 2.5422
C 1.0504 -2.0400 2.5991
C 1.3307 -2.6772 1.2515
S 0.2468 -2.1840 -0.1093
H -1.6338 -3.6382 -0.1711
H -1.3277 -3.0782 1.4693
H -3.3655 -1.8759 0.4848
H -2.4140 -1.4645 -0.9393
H -1.8818 -1.5438 2.7283
H -2.7752 -0.0537 3.0102
H -0.6313 -0.1089 4.3673
H -0.7200 1.2584 3.2630
H 0.1644 -2.4326 3.0979
H 1.9036 -2.2457 3.2457
H 1.2766 -3.7645 1.3338
H 2.3261 -2.4229 0.8983
Br -2.0984 1.0438 -2.2977
C -0.2724 1.0938 -2.7292
C 0.0822 1.4993 -4.0067
C 1.4151 1.4690 -4.3716
C 2.3545 0.9996 -3.4652
C 1.9212 0.6320 -2.2145
N 0.6270 0.6966 -1.8244
C 2.8676 0.0699 -1.2016
O 4.0385 -0.0321 -1.3495
O 2.2260 -0.3718 -0.0748
H -0.6826 1.8253 -4.6966
H 1.7147 1.7981 -5.3577
H 3.4068 0.9186 -3.7005
N -1.4395 6.3333 -0.8344
C -1.2013 5.3962 -0.2051
N -0.9380 4.3479 0.5553
C -0.5853 3.1937 0.5052
N -0.2789 2.0312 0.6189
*
```

---

The following energy above the lowest of the compared OMol25 structures with the same formula, charge and spin values (in kcal/mol) correspond, in order, to the records above: 43.4; 64.7; 0.0; 19.5.